(1)
11
Properties=species:S:1:pos:R:3:forces:R:3:lowdin_spin:R:1 method="wB97M-V/def2-TZVPD" spin_multiplicity=5 homo_ev="-17.18 / -18.38" fmax_ha_per_bohr=0.09033 total_charge=+2 s_squared=6.01 lumo_energy_ev="-11.5139 / -11.4760" gap_ev="5.7 / 6.9" e_tot_ev=-56293.2843
F 2.688 -1.482 0.105 -0.574 0.607 0.213 0.0196
N 0.328 1.491 0.432 -3.930 0.415 -1.204 0.1760
S 0.925 0.225 1.078 -2.257 -2.254 -0.359 0.2606
O -2.469 -2.773 -0.425 1.173 1.845 1.143 0.0006
F 3.313 0.581 0.005 -0.621 0.031 0.149 0.0142
F 1.846 -0.175 -1.386 -0.491 0.153 0.263 0.0305
C -2.384 -1.639 -0.244 -1.646 -3.664 -1.652 0.0020
Er -1.899 1.805 -0.370 3.807 -2.056 1.690 3.1621
C 2.298 -0.246 -0.147 2.281 -0.795 -0.695 0.1007
O -2.641 -0.487 -0.323 0.995 3.192 0.510 0.0002
O 0.098 -1.054 1.131 1.263 2.527 -0.058 0.2335

(2)
6
Properties=species:S:1:pos:R:3:forces:R:3:lowdin_charge:R:1 method="wB97M-V/def2-TZVPD" spin_multiplicity=1 homo_ev=-9.40 fmax_ha_per_bohr=0.04872 total_charge=0 lumo_energy_ev=-1.2777 gap_ev=8.1 de_lowest_kj_mol=444.50 e_tot_ev=-23703.8732
I 2.129 0.259 -0.678 0.678 0.563 -0.032 0.7858
C -0.803 0.838 0.540 -0.108 -0.195 0.305 -0.6301
I -2.232 -0.074 -0.733 -0.288 -0.155 -0.204 0.7293
F 0.966 -1.777 0.889 0.006 0.873 -1.970 -0.1615
F -0.920 2.103 0.377 0.059 0.519 0.009 -0.1106
C 0.859 -1.349 -0.394 -0.347 -1.605 1.892 -0.6129

(3)
9
Properties=species:S:1:pos:R:3:forces:R:3:lowdin_charge:R:1 method="wB97M-V/def2-TZVPD" spin_multiplicity=1 homo_ev="-3.86 / -3.86" fmax_ha_per_bohr=0.06695 total_charge=-1 lumo_energy_ev="3.4126 / 3.4125" gap_ev="7.3 / 7.3" de_lowest_kj_mol=51.97 e_tot_ev=-17186.5722
O -2.111 -0.121 1.279 0.202 -0.849 0.202 0.1707
O 2.262 -0.107 0.303 -0.661 -1.753 0.800 -0.0313
O -2.216 -2.421 1.035 0.612 -0.271 -0.131 0.1728
F -0.022 1.282 -1.750 0.063 -0.342 -0.841 0.0356
C -2.054 -1.274 1.124 -1.083 1.327 0.200 -0.4482
O 2.414 1.754 -0.616 -0.638 1.704 -1.223 -0.0431
N 1.719 0.776 -0.345 0.911 -0.802 -0.016 -0.4700
F -0.316 -0.694 -0.463 1.994 2.593 -1.073 -0.1881
C 0.324 0.804 -0.568 -1.400 -1.607 2.082 -0.1983

(4)
12
Properties=species:S:1:pos:R:3:forces:R:3:lowdin_charge:R:1 method="wB97M-V/def2-TZVPD" spin_multiplicity=1 homo_ev="-14.27 / -14.27" fmax_ha_per_bohr=0.07463 total_charge=+1 lumo_energy_ev="-6.6845 / -6.6845" gap_ev="7.6 / 7.6" de_lowest_kj_mol=249.39 e_tot_ev=-38828.1223
N 0.796 -0.790 0.336 1.629 1.675 -1.011 -0.0105
O -1.149 0.450 0.354 -0.099 0.125 -0.149 -0.4408
F 0.491 2.539 0.529 -0.042 0.183 -0.274 0.1526
O -0.375 -2.027 0.829 -2.436 -2.801 0.974 -0.3720
C 0.147 0.326 0.306 -1.364 -0.616 -0.958 -0.3139
O 1.892 -1.184 0.356 -0.284 -0.585 0.438 0.2612
I -2.064 1.731 -1.043 -0.567 -0.613 0.565 1.2065
C 0.950 1.501 -0.172 1.403 1.621 -0.012 -0.6250
F 0.799 1.732 -1.491 0.244 -0.355 0.759 0.0916
F 2.242 1.391 0.077 0.049 -0.339 -0.060 0.2143
O -2.205 -2.694 -0.649 -0.050 -0.485 0.626 -0.3193
S -1.524 -2.975 0.568 1.517 2.191 -0.898 1.1553

(5)
14
Properties=species:S:1:pos:R:3:forces:R:3:lowdin_spin:R:1 method="wB97M-V/def2-TZVPD" spin_multiplicity=7 homo_ev="-17.20 / -17.27" fmax_ha_per_bohr=0.08777 total_charge=+2 s_squared=12.04 lumo_energy_ev="-11.5678 / -10.9053" gap_ev="5.6 / 6.4" e_tot_ev=-64907.9888
S 0.853 -1.210 -0.891 0.225 1.101 -0.075 -0.0577
N 0.774 -0.006 0.449 0.779 0.488 -1.889 -0.0262
Mg -1.474 -0.564 -1.568 0.124 -0.217 0.744 0.0046
S -0.578 0.015 1.258 -1.664 1.362 2.629 -0.0027
F -1.604 -1.374 3.229 0.187 0.294 -0.495 -0.0009
O -1.781 -0.234 0.381 0.907 0.199 -0.760 0.0005
O -0.303 3.072 -2.408 1.908 -1.796 0.446 0.1924
C -0.241 1.877 -2.502 -4.033 1.501 -1.361 0.1557
O -0.663 1.161 2.147 0.372 -1.550 -1.842 0.0000
O -0.974 0.931 -2.838 1.422 0.251 0.756 0.1521
Sm 1.866 1.382 -1.257 -0.231 -1.485 1.675 5.5846
F 0.536 -1.559 3.030 0.032 0.242 -0.265 -0.0001
F -0.770 -2.593 1.660 0.014 -0.045 -0.469 -0.0008
C -0.606 -1.494 2.373 -0.042 -0.346 0.907 -0.0016

(6)
6
Properties=species:S:1:pos:R:3:forces:R:3:lowdin_charge:R:1 method="wB97M-V/def2-TZVPD" spin_multiplicity=1 homo_ev="-10.68 / -10.10" fmax_ha_per_bohr=0.04253 total_charge=0 lumo_energy_ev="-1.0511 / -1.4641" gap_ev="9.6 / 8.6" de_lowest_kj_mol=291.86 e_tot_ev=-11712.8280
C -0.820 0.045 0.111 0.649 -0.013 -0.107 -0.5172
N -0.792 0.437 1.255 0.576 -0.244 -0.663 0.2706
F -1.763 -0.263 -0.763 -0.248 -0.107 -0.326 0.1058
C 0.642 -0.106 -0.325 -0.596 0.637 2.005 -0.1874
F 1.354 -1.077 0.183 -0.184 0.160 -0.536 0.1643
F 1.379 0.964 -0.461 -0.197 -0.434 -0.373 0.1640